No. 1
A molecular structure, C2H5NS2 at a distorted geometry, computed with ωB97M-V/def2-TZVPD.

Cartesian coordinates (Å):
C 1.0377 0.7690 0.0855
C -0.2642 0.4253 -0.4121
H 1.8134 -1.5204 0.7953
H 1.1665 1.0407 1.2539
H 1.2630 1.7134 -0.4018
H -0.2536 0.3198 -1.5927
H -3.1809 -1.9726 0.6285
N -1.1820 -0.0042 0.2851
S 2.1702 -0.5504 -0.3222
S -2.5700 -0.2207 -0.3193

HOMO-LUMO gap, eV: 7.36
LUMO, eV: -1.1
E_HOMO, eV: -8.43
M, g/mol: 107.2
ΔE to the lowest compared entry with this formula, charge and spin, eV: 5.141

Atomic partial charges in e from the Löwdin method, atoms 1 to 5:
1. C -0.639
2. C -0.492
3. H -0.021
4. H 0.135
5. H 0.071

No. 2
2 unconnected molecules or ions with the total composition C2H5O at a distorted geometry, computed with ωB97M-V/def2-TZVPD.

Cartesian coordinates (Å):
O -1.8916 -0.3687 -1.5750
H -2.8229 -0.2862 -1.3244
C 0.9286 0.2726 -0.1586
C 0.6255 0.0612 1.1462
H 1.9433 0.6915 -0.5592
H 0.1486 -0.1230 -0.8561
H 1.0508 0.6175 2.0209
H 0.0177 -0.8648 1.3062

HOMO-LUMO gap, eV: 6.65
Total charge: -1
LUMO, eV: 4.5
E_HOMO, eV: -2.19
M, g/mol: 45.1
ΔE to the lowest compared entry with this formula, charge and spin, eV: 1.519

Atomic partial charges in e from the Löwdin method, atoms 1 to 5:
1. O -0.651
2. H -0.222
3. C -0.121
4. C -0.141
5. H 0.060

No. 3
2 unconnected molecules or ions with the total composition C2H5O2, computed with ωB97M-V/def2-TZVPD.

Cartesian coordinates (Å):
O 0.8233 2.3170 -0.4514
H 0.2343 2.1082 0.2829
O 0.7014 -0.4897 -0.2503
C -0.2639 -0.8240 0.4879
C -1.4015 -1.5603 0.2505
H -0.2478 -0.4119 1.5324
H -1.4327 -2.4428 -0.3710
H -2.1455 -1.6429 1.0376
H 0.9294 1.4181 -0.8138

HOMO-LUMO gap, eV: 7.27
Total charge: -1
LUMO, eV: 4.8
E_HOMO, eV: -2.51
M, g/mol: 61.1
ΔE to the lowest compared entry with this formula, charge and spin, eV: 1.168

Atomic partial charges in e from the Löwdin method, atoms 1 to 5:
1. O -0.115
2. H 0.011
3. O -0.209
4. C -0.576
5. C -0.132

No. 4
A single C2H5O2P molecule at a distorted geometry, computed with ωB97M-V/def2-TZVPD.

Cartesian coordinates (Å):
C -0.8421 0.7829 -0.2114
C -0.4779 -0.7396 -0.2916
O 2.5979 -0.4040 -0.2357
O 0.4682 1.3382 -0.1053
P 1.1769 -0.1044 0.2385
H -1.4342 1.2634 -1.0240
H -1.5053 0.9772 0.7072
H -0.7714 -1.3605 0.5826
H -0.3987 -1.3746 -1.1816
H 1.1867 -0.3786 1.5212

HOMO-LUMO gap, eV: 11.17
LUMO, eV: 0.8
E_HOMO, eV: -10.33
M, g/mol: 92.0
ΔE to the lowest compared entry with this formula, charge and spin, eV: 0.118

Atomic partial charges in e from the Löwdin method, atoms 1 to 5:
1. C -0.291
2. C -0.198
3. O -0.383
4. O -0.241
5. P 0.683

No. 5
2 unconnected molecules or ions with the total composition C2H5O2S at a distorted geometry, computed with ωB97M-V/def2-TZVPD.

Cartesian coordinates (Å):
C 1.8672 -0.5181 0.4675
S 1.4534 0.5656 -0.9145
H 1.6347 -1.5471 0.2078
H 2.8878 -0.4268 0.8296
H 1.2373 -0.1545 1.2850
O -3.3654 0.4959 -0.1362
C -2.1747 0.4371 -0.1653
O -1.4443 0.1162 -1.2096
H -1.6487 0.8704 0.7116
H -0.4473 0.1611 -1.0760

HOMO-LUMO gap (alpha / beta), eV: 10.54 / 6.95
LUMO (alpha / beta), eV: 0.5 / -3.0
E_HOMO (alpha / beta), eV: -10.08 / -9.96
Spin multiplicity: 2
M, g/mol: 93.1
ΔE to the lowest compared entry with this formula, charge and spin, eV: 0.290
<S²>: 0.753

Atomic partial charges in e from the Löwdin method, atoms 1 to 5:
1. C -0.479
2. S 0.725
3. H 0.038
4. H 0.023
5. H 0.034

No. 6
2 unconnected molecules or ions with the total composition C2H5O2S2, computed with ωB97M-V/def2-TZVPD.

Cartesian coordinates (Å):
C -0.1276 0.5839 -0.5075
S 0.7465 1.3669 -1.8951
S 1.1528 3.2693 -1.1190
H -0.9223 1.2752 -0.2143
H -0.5669 -0.3115 -0.9178
H 0.5355 0.2723 0.2826
H 0.2587 3.8705 -1.9169
O -0.7550 -3.7289 1.3785
C -0.2647 -2.6092 1.5661
O 0.5308 -1.9483 0.8580
H -0.5877 -2.0402 2.4855

HOMO-LUMO gap, eV: 6.73
Total charge: -1
LUMO, eV: 2.7
E_HOMO, eV: -4.08
M, g/mol: 125.2
ΔE to the lowest compared entry with this formula, charge and spin, eV: 0.712

Atomic partial charges in e from the Löwdin method, atoms 1 to 5:
1. C -0.494
2. S 0.338
3. S 0.252
4. H 0.023
5. H 0.022